No. 1
# C30H66F9N6O12

A 9-piece molecular cluster, C30H66F9N6O12 overall (wB97M-V/def2-TZVPD, OMol25).

Each line ends with the Mulliken charge.
Element x y z (Å)
H (30.118, 6.411, -0.064)  0.257
C (22.298, 6.069, 0.517)  -1.084
H (29.362, 13.431, -8.753)  0.362
N (28.137, 11.867, 4.113)  -0.141
H (33.971, 10.913, -0.746)  0.323
N (29.130, 12.106, -7.202)  -0.123
O (20.296, 3.008, -5.960)  -0.316
C (31.841, 0.932, 3.606)  0.792
H (36.293, 7.845, -14.024)  0.366
C (19.961, 8.200, -0.226)  -0.774
C (34.092, 6.471, -11.725)  0.549
H (29.005, -5.396, -4.241)  0.417
H (19.686, 9.254, -0.188)  0.356
H (30.381, 13.742, 2.921)  0.290
H (28.653, 11.869, -9.382)  0.346
C (22.106, 2.743, -7.695)  -1.199
H (23.062, 6.640, 1.043)  0.367
H (28.516, -4.662, -6.777)  0.326
H (34.740, 8.548, -13.530)  0.341
H (27.937, 14.317, -5.782)  0.394
H (31.206, -2.602, -3.422)  0.339
H (28.681, 6.643, -0.817)  0.320
H (29.334, -6.171, -7.100)  0.315
H (28.126, 12.922, -4.877)  0.386
C (32.102, 1.265, 5.130)  -0.121
H (29.736, 3.850, 0.062)  0.260
H (35.860, 5.895, -12.825)  0.384
H (20.053, 8.225, 1.893)  0.369
H (31.916, 3.999, 4.336)  0.223
H (21.421, 8.469, 1.315)  0.377
C (27.713, 12.372, -6.795)  0.656
C (35.377, 10.032, -2.274)  0.535
C (35.560, 7.900, -13.220)  -0.775
H (28.813, 6.477, -2.979)  0.177
N (20.613, 7.895, 1.121)  -0.132
H (34.802, 4.593, -10.808)  0.376
O (19.115, 4.141, -4.457)  -0.942
O (31.906, 0.359, 6.183)  -0.827
C (29.609, 11.883, 3.823)  0.452
N (29.700, -5.340, -4.972)  -0.191
H (20.647, 7.927, -1.028)  0.344
F (28.166, 4.072, -3.543)  -0.275
O (30.304, 5.674, -1.951)  -0.287
H (35.494, 7.260, -1.777)  0.329
C (27.526, 13.311, -5.699)  -1.209
O (26.871, 11.868, -7.454)  -0.389
O (31.307, -3.786, -5.765)  -0.408
N (35.067, 6.511, -12.935)  -0.152
H (21.973, 1.788, -5.740)  0.265
C (34.067, 10.170, -1.537)  -1.025
C (28.943, 4.558, -0.178)  -0.986
H (28.440, 4.727, 0.774)  0.385
C (19.944, 3.023, -4.581)  -0.044
N (35.529, 8.803, -3.177)  -0.172
O (30.218, 10.890, 3.480)  -0.415
H (35.938, 8.267, -12.265)  0.335
C (31.818, 3.723, 5.386)  -0.123
H (30.506, -3.824, -2.582)  0.396
F (18.498, 1.178, -5.244)  -0.291
H (27.994, 12.688, 4.683)  0.388
H (28.247, 4.077, -0.866)  0.238
C (30.268, 13.270, 3.898)  -0.980
F (32.626, -0.063, 3.241)  -0.298
H (20.859, 3.199, -4.016)  0.247
H (22.463, 3.398, -5.648)  0.279
F (29.459, 4.323, -5.172)  -0.309
H (36.053, 9.099, -3.988)  0.369
H (36.505, 6.908, -3.249)  0.350
O (36.259, 10.870, -2.255)  -0.416
C (21.748, 2.763, -6.171)  -0.145
F (32.374, 1.895, 2.847)  -0.302
C (29.702, 5.890, -3.208)  -0.033
H (29.263, 11.112, -7.079)  0.364
O (20.129, 5.556, 1.486)  -0.383
H (35.354, 6.012, -9.966)  0.327
O (30.522, 6.818, -3.896)  -0.969
H (26.632, 10.829, 5.014)  0.363
H (29.705, 12.731, -6.655)  0.363
H (30.117, -6.185, -4.608)  0.347
F (18.764, 1.425, -3.205)  -0.273
C (30.527, -4.041, -4.847)  0.598
H (27.816, 9.794, 4.162)  0.336
H (30.956, 4.321, 6.990)  0.277
F (20.446, 0.714, -4.375)  -0.300
C (30.795, 4.721, 5.989)  -1.145
C (20.957, 6.424, 1.204)  0.510
H (33.144, 1.578, 5.188)  0.236
H (31.292, 13.122, 4.243)  0.322
C (34.517, 5.610, -10.537)  -1.039
C (36.238, 7.634, -2.481)  -0.771
H (34.630, 6.076, -13.735)  0.358
H (22.520, 6.175, -0.545)  0.365
H (34.601, 8.504, -3.441)  0.398
H (33.669, 5.530, -9.858)  0.340
H (21.807, 1.843, -8.232)  0.288
H (29.728, 13.923, 4.583)  0.369
H (22.525, 5.020, 0.711)  0.324
H (23.181, 2.836, -7.851)  0.370
H (33.845, 9.136, -1.274)  0.363
C (27.689, 10.593, 4.892)  -0.755
H (27.701, 11.957, 3.207)  0.346
H (21.715, 3.672, -8.111)  0.305
H (28.149, -6.055, -5.817)  0.367
H (29.512, -2.616, -3.599)  0.344
C (29.367, 12.342, -8.707)  -0.818
C (30.366, -3.289, -3.521)  -1.096
O (32.987, 7.046, -11.750)  -0.429
C (28.973, -5.528, -6.297)  -0.755
C (29.393, 4.470, -3.850)  0.829
H (19.019, 7.660, -0.331)  0.356
F (30.287, 3.575, -3.444)  -0.277
H (26.445, 13.356, -5.563)  0.325
H (29.774, 4.611, 5.622)  0.270
C (19.399, 1.578, -4.317)  0.761
H (30.365, 12.014, -8.997)  0.342
H (28.320, 10.610, 5.780)  0.357
O (31.238, 2.428, 5.528)  -0.275
F (30.639, 0.629, 3.293)  -0.266
H (31.068, 5.776, 6.007)  0.328
C (29.465, 5.888, -0.762)  -0.316
H (33.250, 10.353, -2.235)  0.351
H (32.802, 3.807, 5.848)  0.317
H (37.195, 7.869, -2.016)  0.356

Computed properties:
Total charge: +3
Spin multiplicity: 1
LUMO (eV): -6.8
F_max (eV/A): 5.5
DFT total energy (a.u.): -3311.24717
HOMO-LUMO gap (eV): 0.76

***

No. 2
# C5H5N6

A 2-piece molecular cluster, C5H5N6 overall (wB97M-V/def2-TZVPD, OMol25).

Each line ends with the Mulliken charge.
Element x y z (Å)
C (2.452, -0.533, -0.283)  -0.177
H (0.354, 1.486, 1.213)  0.272
N (-4.143, 0.010, -0.189)  -0.278
H (2.814, -2.745, -0.350)  0.362
H (1.376, 2.168, -0.062)  0.371
H (-0.220, 1.473, -0.534)  0.363
N (0.853, -2.080, 0.050)  -0.555
C (0.670, 1.366, 0.109)  -0.816
C (-2.176, 0.007, 0.378)  0.469
H (3.447, -0.108, -0.301)  0.338
N (1.282, 0.101, 0.048)  0.141
C (0.383, -0.924, 0.259)  -0.069
N (-2.386, 1.272, 0.003)  -0.125
N (-3.655, 1.207, -0.351)  -0.493
C (2.142, -1.872, -0.252)  -0.428
N (-3.192, -0.829, 0.263)  -0.374

Computed properties:
Total charge: -1
Spin multiplicity: 1
ΔE to the lowest compared entry with this formula, charge and spin (eV): 4.572
LUMO (alpha / beta) (eV): 2.6 / 2.6
F_max (eV/A): 3.7
DFT total energy (a.u.): -521.89821
HOMO-LUMO gap (alpha / beta) (eV): 7.92 / 7.92

***

No. 3
# C13H47FInN18O10

C13H47FInN18O10 as an isolated structure (wB97M-V/def2-TZVPD, OMol25).

Each line ends with the Mulliken charge.
Element x y z (Å)
H (7.636, -1.206, 4.855)  0.212
O (-3.118, 3.013, -6.311)  -0.521
H (-3.799, 1.237, -7.886)  0.235
N (7.850, -0.668, 4.025)  -0.405
H (0.013, 0.209, -4.814)  -0.410
H (3.705, 0.569, -5.398)  0.156
N (3.644, -1.606, 5.231)  -0.242
H (3.430, -2.145, 6.060)  0.204
N (-5.892, -2.543, 1.285)  -0.393
C (3.884, 2.722, -6.125)  -0.510
C (-4.576, -2.381, 1.516)  0.639
N (0.152, 1.162, 2.796)  -0.379
H (6.281, 0.203, -6.846)  0.259
H (-5.332, 3.572, 3.527)  0.153
In (-0.116, 0.885, -6.496)  0.924
C (3.244, -5.265, 4.084)  0.637
C (-3.898, 3.105, 2.093)  0.618
H (-0.785, 0.217, -0.091)  0.078
H (-3.003, 0.314, -1.535)  0.142
H (-1.480, 2.033, -6.717)  -0.244
N (-4.919, 3.792, 2.636)  -0.411
N (-0.288, 0.743, 0.615)  -0.100
O (4.132, -4.484, 4.390)  -0.624
H (6.403, 0.979, 1.723)  0.211
H (-5.442, 1.774, -8.077)  0.151
H (-3.428, -3.603, 6.769)  0.147
H (-2.369, -2.316, 6.272)  0.223
H (8.104, 0.699, 1.953)  0.165
C (-4.227, 2.887, -6.805)  0.606
H (-6.341, -1.779, 6.098)  0.214
H (-0.006, 0.958, 3.774)  0.247
H (5.390, 1.462, -7.950)  0.233
C (-4.324, -1.845, 6.108)  0.729
F (-0.268, -0.752, -7.876)  -0.788
N (-5.242, 3.730, -6.540)  -0.448
H (4.463, -6.753, 3.474)  0.220
C (5.228, 0.641, -7.121)  -0.871
C (1.818, 1.987, -7.100)  -0.608
H (4.410, 3.541, -5.475)  0.192
N (-2.122, 0.178, -2.001)  -0.355
C (-1.229, 1.161, -2.217)  0.511
H (-3.281, -1.092, 2.372)  0.150
H (4.032, 3.020, -7.252)  0.309
N (2.948, -0.374, 3.465)  -0.208
O (-3.412, 3.391, 1.009)  -0.650
H (8.812, -0.556, 3.751)  0.168
H (1.708, -4.057, 4.585)  0.200
C (2.606, -1.079, 4.558)  0.478
H (-2.687, 1.535, 2.467)  0.065
H (2.776, -7.148, 3.332)  0.152
H (2.197, 0.040, 2.929)  0.300
N (7.155, 0.565, 2.259)  -0.425
H (3.897, -0.240, 3.159)  0.133
O (1.446, -1.228, 4.910)  -0.718
H (-6.162, 3.642, -6.938)  0.135
H (-3.842, 1.827, 3.734)  0.195
O (-1.322, -0.445, 2.226)  -0.754
H (4.605, -1.495, 4.957)  0.212
H (2.506, 1.138, -7.559)  0.114
C (-0.536, 0.431, 1.900)  0.537
C (6.812, -0.140, 3.352)  0.633
H (-0.961, 3.135, -1.899)  0.202
H (1.194, -5.600, 3.970)  0.166
O (-3.737, -3.191, 1.154)  -0.670
H (-5.282, 4.574, 2.106)  0.238
N (-4.535, 1.894, -7.659)  -0.355
H (1.607, 2.773, -7.948)  0.191
N (-4.260, -1.253, 2.178)  -0.139
H (-1.879, -0.746, -2.332)  0.211
N (-5.547, -2.366, 6.316)  -0.410
O (2.405, 2.655, -5.919)  -0.330
C (4.608, 1.275, -5.730)  -0.219
H (-2.476, 2.542, -1.286)  0.118
O (5.652, -0.289, 3.705)  -0.686
O (-0.165, 0.973, -2.786)  -0.666
H (0.356, 1.461, 0.327)  0.100
H (5.390, 1.367, -4.863)  0.355
H (-6.597, -1.887, 1.575)  0.155
O (-4.153, -0.715, 5.678)  -0.661
N (3.493, -6.491, 3.589)  -0.427
N (-3.306, -2.669, 6.414)  -0.391
H (-6.172, -3.379, 0.789)  0.230
H (-4.937, -0.574, 2.484)  0.113
N (-1.604, 2.368, -1.756)  -0.245
H (-5.709, -3.294, 6.669)  0.153
N (-3.455, 2.078, 2.840)  -0.172
H (4.542, -0.204, -7.596)  0.230
H (-5.053, 4.491, -5.902)  0.225
H (0.803, 1.887, 2.546)  0.190
N (1.938, -4.970, 4.216)  -0.331

Computed properties:
Total charge: -1
Spin multiplicity: 1
LUMO (eV): 1.7
F_max (eV/A): 3.0
DFT total energy (a.u.): -2551.78768
HOMO-LUMO gap (eV): 5.10

***

No. 4
# C2H7BO2S

A 2-piece molecular cluster, C2H7BO2S overall (wB97M-V/def2-TZVPD, OMol25).

Each line ends with the Mulliken charge.
Element x y z (Å)
S (-0.115, -1.979, -0.022)  -0.286
H (-2.814, -0.874, -0.100)  0.187
H (2.853, 1.269, 0.760)  0.231
C (-2.708, 0.196, 0.152)  -0.578
H (-3.635, 0.708, -0.134)  0.252
O (-1.677, 0.803, -0.535)  -0.559
H (-2.600, 0.277, 1.248)  0.230
B (0.147, -0.226, -0.060)  0.651
O (1.106, 0.616, -0.056)  -0.225
H (2.807, 1.161, -1.015)  0.236
C (2.508, 0.668, -0.086)  -0.522
H (1.177, -2.288, -0.110)  0.100
H (2.950, -0.332, -0.041)  0.285

Computed properties:
Total charge: 0
Spin multiplicity: 1
ΔE to the lowest compared entry with this formula, charge and spin (eV): 2.890
LUMO (eV): 0.2
F_max (eV/A): 4.5
DFT total energy (a.u.): -653.88512
HOMO-LUMO gap (eV): 8.63

***

No. 5
# C4H13NO3

A 3-piece molecular cluster, C4H13NO3 overall (wB97M-V/def2-TZVPD, OMol25).

Each line ends with the Mulliken charge.
Element x y z (Å)
O (0.808, -2.702, -1.107)  -0.550
C (0.858, 0.806, -0.853)  -0.485
O (-3.042, 1.494, -0.384)  -0.646
C (1.053, 0.242, 0.505)  -0.471
H (-1.474, -0.051, 2.738)  0.303
H (-3.399, 1.169, -1.213)  0.325
H (0.228, 0.175, -1.529)  0.442
H (2.748, 0.123, -1.752)  0.331
H (-2.684, 2.411, -0.444)  0.325
H (2.083, 1.686, -2.421)  0.355
H (2.836, 1.612, -0.816)  0.454
H (0.384, 1.863, -0.892)  0.295
H (1.587, 1.037, 1.109)  0.453
H (0.861, -1.845, -1.282)  0.274
H (-0.085, 0.506, 2.955)  0.304
C (-0.278, -0.202, 1.070)  0.476
O (-0.711, -1.221, 0.536)  -0.197
H (1.566, -0.808, 0.294)  0.261
H (0.649, -2.797, -0.229)  0.324
N (-0.767, 0.392, 2.246)  -0.353
C (2.305, 1.088, -1.490)  -1.219

Computed properties:
Total charge: +1
Spin multiplicity: 2
ΔE to the lowest compared entry with this formula, charge and spin (eV): 2.971
LUMO (alpha / beta) (eV): -4.8 / -9.4
F_max (eV/A): 6.0
DFT total energy (a.u.): -440.28087
HOMO-LUMO gap (alpha / beta) (eV): 10.13 / 5.55

***

No. 6
# C4H13N5O

A 2-piece molecular cluster, C4H13N5O overall (wB97M-V/def2-TZVPD, OMol25).

Each line ends with the Mulliken charge.
Element x y z (Å)
N (2.023, 1.058, 0.246)  -0.263
H (1.595, -2.895, 0.236)  0.190
C (1.859, -2.353, 1.147)  -0.617
N (2.168, -1.011, 0.564)  -0.461
N (1.372, -0.023, 0.862)  0.146
H (-2.650, 1.159, -0.824)  0.210
O (-0.041, -1.059, -2.712)  -0.526
C (1.353, 2.098, -0.487)  -0.453
H (-0.654, 0.044, 1.153)  0.309
N (-1.303, 0.108, 0.412)  -0.329
H (-1.870, 2.173, 0.333)  0.283
H (1.587, 2.058, -1.542)  0.266
H (0.336, -1.760, -2.068)  0.341
H (2.908, 0.833, -0.092)  0.307
H (0.996, -2.506, 1.909)  0.246
N (-0.574, -0.478, -0.643)  -0.210
C (-0.801, -0.303, -1.858)  0.117
C (-2.276, 1.217, 0.270)  -0.718
H (-1.522, 0.351, -2.469)  0.263
H (0.248, 1.986, -0.409)  -0.018
H (-3.001, 1.095, 1.112)  0.292
H (2.722, -2.661, 1.616)  0.320
H (1.583, 3.012, 0.097)  0.301

Computed properties:
Total charge: 0
SMILES: C/N=N/NC.CN/N=C/O
Spin multiplicity: 1
ΔE to the lowest compared entry with this formula, charge and spin (eV): 6.086
LUMO (eV): 1.0
F_max (eV/A): 5.9
DFT total energy (a.u.): -509.03997
HOMO-LUMO gap (eV): 9.03

***

No. 7
# C2H6ClN2O3P

A 3-piece molecular cluster, C2H6ClN2O3P overall (wB97M-V/def2-TZVPD, OMol25).

Each line ends with the Mulliken charge.
Element x y z (Å)
O (-3.769, 0.452, -1.509)  -0.643
C (0.983, -0.112, -1.057)  -0.820
H (-0.235, 1.357, 1.783)  0.285
O (-2.136, -1.383, -0.765)  -0.630
O (-1.850, -0.352, -3.078)  -0.630
H (1.973, 0.020, -0.761)  0.357
H (0.795, 0.039, -2.180)  0.235
H (0.577, -1.052, -0.615)  0.333
H (0.791, 0.098, 1.441)  0.443
P (-2.525, -0.346, -1.750)  0.912
N (-0.487, 1.857, -0.749)  -0.803
N (0.050, 0.863, -0.356)  0.563
Cl (6.691, -1.629, 7.287)  -1.000
C (-0.051, 0.502, 1.039)  -0.892
H (-0.806, -0.317, 1.271)  0.290

Computed properties:
Total charge: -2
Spin multiplicity: 1
ΔE to the lowest compared entry with this formula, charge and spin (eV): 0.011
LUMO (eV): 5.1
F_max (eV/A): 4.5
DFT total energy (a.u.): -1216.66175
HOMO-LUMO gap (eV): 7.37

***

No. 8
# C21H21ClN2O6S

The molecule C21H21ClN2O6S (wB97M-V/def2-TZVPD, OMol25).

Each line ends with the Mulliken charge.
Element x y z (Å)
H (2.623, 0.708, 3.240)  0.364
C (4.553, -1.298, -0.099)  -0.067
C (2.159, 1.805, -0.234)  0.059
H (3.384, 1.441, -1.933)  0.551
C (-0.247, -1.516, -0.221)  -1.056
O (-2.586, 1.848, -0.731)  -0.243
H (-4.589, 1.877, -0.918)  0.431
C (2.144, -1.430, -0.192)  1.074
C (4.655, -2.198, -1.145)  -0.888
C (2.457, -0.152, 2.595)  -0.770
C (1.294, 1.544, -2.443)  -0.751
N (3.300, 0.039, 1.437)  0.178
C (-4.069, -1.011, -1.886)  -1.187
H (-5.001, -0.600, -2.273)  0.368
H (-0.366, -1.297, -1.287)  0.423
H (2.771, -1.060, 3.110)  0.300
H (-4.847, 1.071, 3.152)  0.321
C (-4.051, -0.915, -0.407)  0.410
C (-3.994, -0.190, 1.673)  0.406
H (-1.047, -1.031, 0.336)  0.011
H (1.377, -2.768, -1.682)  0.432
H (1.398, -0.226, 2.343)  0.247
C (3.506, -2.729, -1.699)  -0.660
H (-3.246, -0.438, -2.309)  0.151
H (5.625, -2.486, -1.517)  0.393
O (0.949, -0.974, 0.290)  -0.099
O (4.742, 1.648, 0.142)  -0.708
H (0.729, 2.130, 1.315)  0.588
O (3.391, 2.481, 2.025)  -0.711
C (-1.548, 1.936, 0.094)  0.440
C (-0.222, 1.898, -0.586)  -0.498
H (-3.092, 1.200, 2.977)  0.241
H (-0.305, -2.595, -0.059)  0.607
H (3.568, -3.440, -2.509)  0.421
O (-4.048, -1.528, 1.653)  -0.193
C (-3.932, 0.507, 2.978)  -1.240
C (2.260, -2.351, -1.226)  -0.916
C (3.316, -0.912, 0.394)  -0.447
H (-3.991, 2.383, 0.700)  0.399
H (5.431, -0.863, 0.350)  0.520
C (0.001, 1.688, -1.951)  0.721
C (-3.873, 1.669, -0.120)  -1.103
O (-1.655, 1.999, 1.296)  -0.679
C (-4.004, 0.272, 0.381)  1.279
N (-4.078, -1.966, 0.367)  -0.737
Cl (-1.279, 1.576, -3.090)  -0.214
H (-3.987, -2.051, -2.185)  0.359
S (3.533, 1.602, 0.906)  1.335
C (2.374, 1.582, -1.582)  -0.427
C (0.887, 1.966, 0.261)  -0.266
H (-3.807, -0.224, 3.772)  0.353
H (1.438, 1.379, -3.499)  0.475

Computed properties:
Total charge: 0
SMILES: COc1ccccc1N(C)S(=O)(=O)c1ccc(Cl)c(C(=O)OCc2c(C)noc2C)c1
Spin multiplicity: 1
ΔE to the lowest compared entry with this formula, charge and spin (eV): 0.008
LUMO (eV): -0.1
F_max (eV/A): 1.3
DFT total energy (a.u.): -2232.12653
HOMO-LUMO gap (eV): 8.68